[1]
ORCA calculation (ωB97M-V/def2-TZVPD) on a 7-piece molecular cluster, C16H24Cl16O6S3 overall at a distorted geometry.

XYZ file:
```
65
Properties=species:S:1:pos:R:3:lowdin_charge:R:1
C 4.113 -5.589 1.388 -0.236
C 3.098 -6.389 0.594 -0.217
C 2.064 -5.393 0.035 -0.203
S 1.974 -4.042 1.256 0.639
O 0.823 -4.219 2.073 -0.315
O 2.204 -2.750 0.641 -0.378
C 3.475 -4.486 2.200 -0.228
H 4.711 -5.128 0.584 0.125
H 4.750 -6.301 1.949 0.128
H 2.495 -7.065 1.158 0.103
H 3.574 -7.000 -0.189 0.124
H 1.044 -5.707 -0.019 0.090
H 2.309 -5.007 -0.922 0.088
H 3.187 -4.713 3.265 0.117
H 4.177 -3.663 2.180 0.080
C -4.488 1.963 -2.862 -0.263
C -4.811 3.454 -3.063 -0.178
C -4.882 3.915 -1.591 -0.223
S -5.861 2.678 -0.764 0.703
O -7.257 3.010 -0.753 -0.321
O -5.201 2.362 0.522 -0.353
C -5.548 1.372 -2.003 -0.216
H -3.492 1.869 -2.342 0.089
H -4.383 1.464 -3.857 0.125
H -5.772 3.630 -3.633 0.137
H -4.111 3.980 -3.609 0.084
H -5.126 4.907 -1.339 0.097
H -3.914 3.777 -1.136 0.062
H -6.429 1.371 -2.588 0.086
H -5.278 0.420 -1.503 0.122
C -1.347 0.109 0.131 -0.204
C 0.185 0.322 -0.072 -0.231
C 0.375 1.728 -0.611 -0.223
S -1.112 2.740 -0.113 0.705
O -1.930 2.906 -1.307 -0.357
O -0.818 3.820 0.781 -0.342
C -1.903 1.360 0.813 -0.192
H -1.510 -0.838 0.633 0.111
H -1.891 -0.098 -0.797 0.095
H 0.537 -0.459 -0.717 0.057
H 0.763 0.270 0.866 0.098
H 0.417 1.698 -1.716 0.062
H 1.208 2.321 -0.208 0.082
H -2.955 1.612 0.748 0.069
H -1.650 1.401 1.869 0.088
C 0.148 -1.098 -3.966 -2.011
Cl 0.396 -1.487 -5.679 0.515
Cl 1.621 -0.351 -3.383 0.535
Cl -1.147 0.099 -3.904 0.555
Cl -0.251 -2.630 -3.094 0.514
C 4.839 1.185 -1.458 -2.014
Cl 6.156 0.432 -2.374 0.539
Cl 5.527 2.092 -0.090 0.500
Cl 3.846 2.320 -2.447 0.505
Cl 3.786 -0.022 -0.748 0.535
C 1.980 4.431 3.548 -2.022
Cl 3.076 3.972 2.245 0.510
Cl 0.590 3.387 3.710 0.554
Cl 2.954 4.423 5.027 0.505
Cl 1.434 6.140 3.256 0.492
C 1.789 -0.901 4.666 -1.976
Cl 1.844 -2.533 5.531 0.479
Cl 2.273 0.364 5.831 0.502
Cl 3.037 -1.042 3.452 0.541
Cl 0.291 -0.396 3.903 0.554
```

Values from the calculation:
charge: 0
orbital gap: 0.3665 Eh
E_HOMO: -10.04 eV

***

[2]
ORCA calculation (ωB97M-V/def2-TZVPD) on C16H24Cl5O16Pd as an isolated structure at a distorted geometry.

XYZ file:
```
62
Properties=species:S:1:pos:R:3:lowdin_spin:R:1
Pd -0.485 -1.862 -1.617 1.509
Cl 0.681 -0.844 0.780 -0.008
O 1.351 -1.661 -0.260 0.203
O 0.696 0.494 0.319 -0.005
O -0.661 -1.375 0.747 0.142
O 1.371 -0.951 2.011 0.050
C -1.637 -6.671 -2.228 0.000
C -2.237 -6.842 -0.806 0.001
O -2.332 -5.521 -0.326 0.005
C -1.870 -4.647 -1.212 0.010
O -1.792 -3.459 -0.946 0.045
O -1.410 -5.240 -2.283 0.004
H -2.431 -6.885 -2.941 0.000
H -0.713 -7.180 -2.466 0.000
H -1.567 -7.495 -0.237 0.000
H -3.191 -7.359 -0.725 0.000
C 2.993 2.236 0.060 0.000
C 4.026 1.220 -0.437 0.000
O 4.321 1.730 -1.730 0.000
C 3.324 2.576 -2.138 0.000
O 3.344 3.044 -3.232 0.000
O 2.487 2.832 -1.132 0.000
H 3.376 3.032 0.701 0.000
H 2.179 1.778 0.625 0.000
H 3.606 0.219 -0.503 0.000
H 4.820 1.318 0.302 0.000
C 0.489 2.777 -4.547 0.001
C 0.123 1.590 -5.448 0.000
O 0.184 0.497 -4.556 0.001
C 0.116 0.923 -3.298 0.006
O -0.097 0.188 -2.368 0.034
O 0.370 2.219 -3.228 0.002
H -0.169 3.630 -4.668 0.000
H 1.516 3.064 -4.762 0.000
H 0.759 1.387 -6.309 0.000
H -0.873 1.671 -5.898 0.000
C -1.095 4.424 -1.230 0.000
C -0.782 3.331 -0.210 0.000
O -2.062 3.248 0.468 0.000
C -2.798 4.344 0.253 0.000
O -3.813 4.630 0.805 0.000
O -2.208 5.114 -0.677 0.000
H -1.423 4.013 -2.187 0.000
H -0.314 5.177 -1.330 0.000
H -0.024 3.457 0.562 0.000
H -0.547 2.375 -0.672 0.000
Cl 0.598 2.570 3.222 0.000
C 0.275 1.702 4.728 0.000
C 1.465 0.817 5.056 0.000
Cl 2.816 1.885 5.628 0.000
H -0.604 1.067 4.586 0.000
H 0.013 2.372 5.542 0.000
H 1.857 0.233 4.230 0.000
H 1.265 0.095 5.848 0.000
Cl -2.919 -0.931 3.605 0.001
C -1.553 -1.971 4.072 0.000
C -1.712 -3.323 3.412 0.000
Cl -0.492 -4.491 4.029 0.000
H -1.557 -2.122 5.151 0.000
H -0.622 -1.456 3.841 0.000
H -1.726 -3.323 2.325 0.000
H -2.704 -3.670 3.704 0.000
```

Values from the calculation:
charge: +1
orbital gap (alpha / beta): 0.3071 / 0.1723 Eh
E_HOMO (alpha / beta): -12.39 / -12.39 eV
multiplicity: 3
expectation value of S²: 2.005
energy relative to the best compared isomer or geometry (same formula, charge and spin): 0.0 kcal per mole

***

[3]
ORCA calculation (ωB97M-V/def2-TZVPD) on a 7-piece molecular cluster, C16H24Cl6F3NO11 overall at a distorted geometry.

XYZ file:
```
61
Properties=species:S:1:pos:R:3:lowdin_charge:R:1
C -0.999 1.079 0.952 0.032
N 0.109 2.041 1.094 -0.473
O 1.161 1.654 1.477 0.088
O -0.217 3.207 0.929 0.054
H -1.376 0.848 1.948 0.106
H -0.753 0.231 0.312 0.099
H -1.791 1.567 0.384 0.094
C 5.455 4.517 4.065 -0.034
C 4.809 5.729 3.459 -0.353
O 5.089 5.572 2.059 0.154
C 6.101 4.716 1.918 -0.583
O 6.679 4.539 0.834 0.118
O 6.407 4.210 3.057 0.106
F 5.446 6.781 3.828 0.127
H 4.754 3.713 4.290 0.144
H 6.080 4.775 4.920 0.148
H 3.794 5.894 3.817 0.173
C 1.707 -5.948 -3.394 -0.033
C 1.611 -4.598 -2.552 -0.288
O 2.756 -3.888 -2.891 0.150
C 3.520 -4.587 -3.721 -0.545
O 4.357 -4.132 -4.448 0.175
O 3.051 -5.862 -3.850 0.049
F 1.591 -4.903 -1.227 0.062
H 1.036 -5.987 -4.252 0.133
H 1.612 -6.822 -2.749 0.134
H 0.689 -4.091 -2.836 0.163
C -5.657 6.041 -3.060 -0.066
C -6.037 6.737 -1.837 -0.408
O -6.851 5.746 -1.234 0.180
C -6.298 4.612 -1.422 -0.570
O -6.440 3.616 -0.722 0.143
O -5.520 4.705 -2.548 0.080
F -6.801 7.713 -2.088 0.162
H -4.844 6.563 -3.564 0.146
H -6.427 6.124 -3.827 0.146
H -5.207 7.069 -1.213 0.187
Cl -4.921 -1.244 -3.982 0.472
C -6.486 -1.004 -4.924 -0.589
C -7.595 -2.090 -4.725 -0.630
Cl -8.310 -2.140 -3.067 0.500
H -6.139 -1.083 -5.954 0.053
H -6.870 0.014 -4.853 0.070
H -7.387 -3.126 -4.994 0.062
H -8.459 -2.006 -5.384 0.060
Cl 7.563 -2.583 -0.823 0.501
C 6.622 -3.281 0.579 -0.638
C 5.785 -2.128 1.161 -0.631
Cl 4.873 -2.904 2.499 0.512
H 7.429 -3.584 1.247 0.060
H 5.977 -4.104 0.271 0.064
H 5.053 -1.703 0.474 0.074
H 6.411 -1.514 1.808 0.058
Cl -1.424 -5.912 4.261 0.593
C -0.996 -4.397 4.959 -0.801
C -0.396 -4.191 6.277 -0.588
Cl -1.794 -4.227 7.473 0.500
H -1.804 -3.700 4.738 0.071
H -0.206 -4.104 4.267 0.061
H 0.127 -3.236 6.234 0.085
H 0.354 -4.934 6.547 0.080
```

Values from the calculation:
charge: 0
orbital gap: 0.3901 Eh
E_HOMO: -10.65 eV
energy relative to the best compared isomer or geometry (same formula, charge and spin): 86.0 kcal per mole

***

[4]
ORCA calculation (ωB97M-V/def2-TZVPD) on C16H24ClFeN4O7S2 as an isolated structure.

XYZ file:
```
55
Properties=species:S:1:pos:R:3:lowdin_spin:R:1
Fe -0.224 -0.312 -0.033 3.743
C -1.664 1.467 4.513 0.001
N -0.937 0.397 3.841 0.006
C -1.154 -0.953 4.348 0.000
C -0.295 0.594 2.700 0.006
O 0.255 -0.315 2.057 0.021
C -0.223 2.009 2.134 0.001
O 0.365 1.972 0.842 0.019
C 1.754 2.221 0.773 0.001
C 2.495 1.018 0.206 0.005
O 1.868 0.037 -0.213 0.042
N 3.824 1.084 0.160 0.002
C 4.593 -0.036 -0.368 0.000
C 4.564 2.255 0.615 0.001
H -1.783 1.195 5.559 0.000
H -2.654 1.603 4.072 0.000
H -1.114 2.404 4.476 0.000
H -0.720 -1.045 5.344 0.000
H -0.695 -1.666 3.674 0.000
H -2.225 -1.146 4.400 0.000
H 0.352 2.662 2.796 0.000
H -1.225 2.425 2.029 0.000
H 2.162 2.485 1.752 0.000
H 1.919 3.076 0.109 0.000
H 3.955 -0.911 -0.431 0.000
H 5.426 -0.241 0.302 0.000
H 4.980 0.202 -1.359 0.000
H 4.155 3.176 0.202 0.000
H 5.587 2.166 0.261 0.000
H 4.585 2.321 1.704 0.000
C 0.558 -3.626 1.070 0.000
C 0.628 -3.321 -0.385 0.007
N 0.276 -2.178 -0.909 0.028
C 0.428 -2.160 -2.279 0.002
C 0.928 -3.307 -2.801 0.001
S 1.178 -4.447 -1.549 0.006
C -0.009 -0.930 -2.951 0.001
C -0.315 -0.738 -4.257 0.000
S -0.927 0.842 -4.479 0.005
C -0.770 1.157 -2.807 0.006
N -0.250 0.163 -2.139 0.023
C -1.227 2.433 -2.192 0.000
H 0.247 -2.734 1.608 0.000
H 1.528 -3.950 1.447 0.000
H -0.162 -4.422 1.258 0.000
H 1.147 -3.537 -3.828 0.000
H -0.250 -1.440 -5.069 0.000
H -0.887 3.294 -2.766 0.000
H -0.849 2.501 -1.174 0.000
H -2.316 2.456 -2.151 0.000
O -4.244 -0.568 0.885 0.002
Cl -2.914 -0.512 0.419 0.000
O -2.784 -0.760 -0.999 0.015
O -2.049 -1.480 1.098 0.027
O -2.306 0.804 0.678 0.024
```

Values from the calculation:
charge: +1
orbital gap (alpha / beta): 0.3370 / 0.3334 Eh
E_HOMO (alpha / beta): -11.28 / -11.27 eV
multiplicity: 5
expectation value of S²: 6.007
energy relative to the best compared isomer or geometry (same formula, charge and spin): 0.0 kcal per mole

***

no.,DFT total energy (a.u.)
1,-9633.01235
2,-4256.18505
3,-4567.04588
4,-3889.71798